Record 1
20
Properties=species:S:1:pos:R:3:lowdin_charge:R:1 method="wB97M-V/def2-TZVPD" homo_lumo_gap_ha=0.3231 largest_force_ev_per_a=5.1 homo_ev=-8.06 mol_weight_g_mol=132.232 multiplicity=1
C -2.98181 1.21521 -0.01022 -0.40
S -3.11411 -0.64554 -0.29880 0.76
C -1.72415 -1.18111 0.72454 -0.51
N -0.56031 -0.61419 0.75146 -0.08
N -0.07553 0.15941 -0.22192 -0.11
C 1.39069 0.09103 -0.54107 -0.39
C 2.25475 0.94562 0.46433 -0.06
C 1.84318 -1.38652 -0.43018 -0.09
H -3.55228 1.45471 0.94135 0.05
H -3.68904 1.60945 -0.85538 0.05
H -2.10401 1.72557 -0.31907 -0.01
H -1.84233 -1.97382 1.53059 0.08
H -0.77721 0.37121 -1.16494 0.18
H 1.55584 0.58629 -1.46733 0.11
H 3.28095 0.71202 0.30985 0.05
H 1.97424 1.96327 0.59205 0.05
H 1.97972 0.34798 1.44917 0.11
H 2.91519 -1.46937 -0.68405 0.07
H 1.43951 -2.07032 -1.29380 0.11
H 1.78672 -1.84091 0.52343 0.05

***

Record 2
39
Properties=species:S:1:pos:R:3:lowdin_charge:R:1 method="wB97M-V/def2-TZVPD" homo_lumo_gap_ha=0.2279 charge=-1 largest_force_ev_per_a=3.0 homo_ev=-4.61 mol_weight_g_mol=701.604 multiplicity=1
Ir 0.01583 0.17553 0.10319 1.07
O -1.69328 -3.38911 1.05129 0.11
C -1.38451 -2.25308 0.76867 -0.43
N -0.11943 -1.73995 0.62271 -0.06
C 1.06203 -2.41672 0.80321 -0.43
O 1.20853 -3.58179 1.09681 0.11
C 2.23274 -1.49944 0.57442 -0.16
C 3.53003 -1.95385 0.75456 0.02
C 4.59181 -1.09889 0.53524 -0.04
C 4.32869 0.21060 0.14941 -0.03
C 3.01318 0.60676 0.00845 -0.10
N 1.98961 -0.22079 0.20450 -0.09
C -2.41634 -1.18741 0.51627 -0.16
C -3.76652 -1.46386 0.66651 0.02
C -4.69905 -0.47376 0.42847 -0.04
C -4.25401 0.78878 0.05346 -0.03
C -2.89456 1.00490 -0.05751 -0.10
N -1.99571 0.04738 0.15724 -0.09
H 3.66993 -2.97609 1.07536 0.12
H 5.61063 -1.43380 0.67407 0.11
H 5.12785 0.91770 -0.01419 0.11
H 2.76536 1.62406 -0.26612 0.08
H -4.04909 -2.45841 0.98024 0.12
H -5.75628 -0.66884 0.54495 0.11
H -4.94720 1.59726 -0.12365 0.11
H -2.50654 1.97993 -0.32311 0.08
S 0.23609 3.12176 -6.68510 0.47
C 0.18797 2.42793 -5.18766 -1.51
S 0.07852 0.71427 -4.93388 0.87
C 0.07706 0.74835 -3.17935 -1.18
C 0.15243 1.97448 -2.61142 -1.16
S 0.17304 2.35564 -0.93604 0.49
S 0.24102 3.33670 -3.70950 0.88
S -0.01764 -0.76404 -2.37840 0.61
F -1.26429 1.55063 4.08567 0.12
B 0.04169 1.20488 3.77514 -1.23
F 0.87804 2.31127 3.76818 0.12
F 0.52218 0.21078 4.60672 0.13
F 0.03019 0.67022 2.40119 -0.03

***

Record 3
10
Properties=species:S:1:pos:R:3:lowdin_charge:R:1 method="wB97M-V/def2-TZVPD" s_squared=2.01 homo_lumo_gap_ha="0.2179 / 0.1968" largest_force_ev_per_a=6.3 homo_ev="-5.15 / -8.91" mol_weight_g_mol=187.948 multiplicity=3
C -0.33173 -1.12529 0.11161 -0.26
C 0.58779 0.02119 -0.29539 -1.21
P 0.05961 1.75853 0.11683 0.68
I 2.61601 -0.27966 0.11811 0.86
H -0.48943 -1.27776 1.20458 0.08
H 0.17202 -2.05720 -0.20158 0.05
H -1.28682 -0.96672 -0.17463 0.02
H 0.50731 0.14604 -1.41788 0.03
H -0.80907 1.67735 1.24935 -0.12
H -1.02570 2.10352 -0.71100 -0.13

***

Record 4
8
Properties=species:S:1:pos:R:3:lowdin_charge:R:1 method="wB97M-V/def2-TZVPD" homo_lumo_gap_ha=0.3935 largest_force_ev_per_a=3.0 homo_ev=-11.40 smiles="N#C[SiH2][N+](=O)[O-]" mol_weight_g_mol=102.125 multiplicity=1
N -1.59018 1.10073 2.09750 0.09
C -1.07773 0.43680 1.29518 -0.32
Si -0.48918 -0.28110 -0.31431 0.74
N 1.29059 -0.05986 -0.44114 -0.53
O 1.56624 1.06774 -0.68534 0.04
O 2.03175 -1.04983 -0.38775 0.01
H -1.26723 0.53124 -1.22931 -0.01
H -0.46426 -1.74572 -0.33484 -0.01